(1)
Entry from OMol25: a cluster of 12 separate species, C31H91N11O12 in total in a non-equilibrium geometry (ωB97M-V/def2-TZVPD).

Computed properties:
2S+1   1
Maximum force   4.2 eV/A
SMILES   COC[C@H](C)N.COC[C@H](C)N.COC[C@H](C)N.COC[C@H](C)N.COC[C@H](C)N.NC(N)=O.NC(N)=O.NC(N)=O.CCO.CCO.CCO.CCO
DFT total energy   -2740.691779 Eh
Kohn-Sham gap   9.05 eV

Geometry as XYZ:
```
145
C31H91N11O12 ωB97M-V/def2-TZVPD
C -0.607 5.653 7.717
C -1.720 4.715 7.141
O -1.590 4.502 5.779
H 0.459 5.495 7.554
H -0.708 5.636 8.802
H -0.927 6.681 7.548
H -2.702 5.099 7.418
H -1.503 3.746 7.590
H -1.781 5.337 5.346
C -6.078 0.239 -0.657
C -7.092 1.261 -0.225
O -7.930 0.674 0.891
H -5.546 0.677 -1.503
H -6.390 -0.722 -1.066
H -5.564 0.053 0.286
H -7.826 1.531 -0.984
H -6.755 2.227 0.153
H -8.667 1.284 0.975
C 3.597 1.770 -5.687
C 4.173 3.052 -6.276
O 3.182 4.036 -6.241
H 3.009 1.942 -4.786
H 4.410 1.059 -5.537
H 2.965 1.260 -6.414
H 4.579 2.844 -7.266
H 5.055 3.417 -5.750
H 2.524 3.774 -6.889
C 0.292 -3.566 -7.613
C 1.157 -2.692 -8.562
O 1.111 -3.088 -9.920
H 0.137 -4.542 -8.072
H -0.738 -3.212 -7.578
H 0.694 -3.614 -6.601
H 2.210 -2.659 -8.281
H 0.864 -1.659 -8.375
H 1.618 -2.451 -10.430
C 1.871 -3.584 1.587
O 2.746 -3.656 0.800
N 0.803 -4.345 1.551
N 1.932 -2.897 2.709
H 0.172 -4.240 2.333
H 0.702 -5.134 0.929
H 2.802 -2.627 3.146
H 1.077 -2.802 3.239
C 3.870 5.513 2.493
O 4.933 6.120 2.446
N 2.939 5.819 3.370
N 3.434 4.613 1.635
H 3.159 6.474 4.107
H 2.124 5.227 3.446
H 2.774 3.929 1.975
H 4.088 4.274 0.943
C 4.640 -3.531 -4.181
O 5.117 -3.237 -5.226
N 4.273 -4.785 -3.902
N 4.136 -2.609 -3.295
H 4.202 -5.340 -4.743
H 3.664 -4.793 -3.096
H 3.986 -2.851 -2.326
H 4.225 -1.647 -3.587
C -3.558 3.259 -6.354
C -2.101 3.436 -5.938
C -1.733 4.085 -4.545
O -2.437 5.305 -4.394
C -2.091 6.050 -3.181
N -1.389 2.213 -5.959
H -4.056 2.434 -5.844
H -3.815 3.134 -7.406
H -4.121 4.185 -6.239
H -1.727 4.209 -6.611
H -0.690 4.344 -4.362
H -2.058 3.447 -3.723
H -2.664 5.541 -2.406
H -2.426 7.087 -3.157
H -1.040 5.956 -2.907
H -1.894 1.494 -6.458
H -1.393 1.913 -4.995
C -4.743 -0.579 10.948
C -5.512 0.585 10.233
C -5.879 0.259 8.831
O -4.688 0.127 8.121
C -4.701 -0.011 6.721
N -6.624 0.954 11.052
H -5.257 -1.539 10.903
H -4.569 -0.351 11.999
H -3.747 -0.722 10.530
H -4.851 1.451 10.212
H -6.551 0.906 8.267
H -6.310 -0.742 8.853
H -5.283 0.822 6.327
H -5.095 -1.001 6.490
H -3.684 -0.029 6.329
H -7.177 0.126 11.222
H -7.190 1.603 10.524
C -0.383 -8.904 -7.143
C -0.661 -9.443 -5.760
C -1.019 -8.504 -4.567
O -1.832 -7.452 -4.961
C -1.980 -6.448 -3.970
N -1.541 -10.593 -5.780
H -0.261 -9.698 -7.881
H 0.522 -8.298 -7.190
H -1.194 -8.292 -7.535
H 0.336 -9.854 -5.597
H -0.023 -8.141 -4.311
H -1.306 -9.015 -3.648
H -1.089 -6.207 -3.390
H -2.722 -6.761 -3.236
H -2.265 -5.526 -4.478
H -1.146 -11.253 -6.434
H -2.461 -10.434 -6.166
C -1.644 2.180 1.026
C -0.395 1.166 1.155
C 0.323 0.989 -0.150
O -0.544 0.664 -1.229
C -1.075 -0.657 -1.323
N 0.485 1.650 2.163
H -1.360 3.232 1.049
H -2.351 2.121 1.853
H -2.085 1.996 0.047
H -0.728 0.159 1.406
H 1.075 0.200 -0.113
H 0.849 1.884 -0.482
H -1.870 -0.637 -2.069
H -1.550 -1.016 -0.410
H -0.281 -1.359 -1.578
H 0.817 0.837 2.662
H -0.182 2.044 2.810
C 6.673 -0.100 2.834
C 6.795 0.410 4.242
C 7.360 1.773 4.287
O 7.368 2.378 5.570
C 7.999 3.656 5.556
N 5.452 0.396 4.849
H 6.297 -1.120 2.764
H 7.550 0.014 2.196
H 5.970 0.591 2.369
H 7.489 -0.328 4.643
H 6.815 2.410 3.590
H 8.350 1.650 3.848
H 7.435 4.411 5.008
H 9.048 3.639 5.260
H 8.093 4.027 6.577
H 5.515 1.148 5.520
H 4.805 0.817 4.198
```

Atom charges from the Löwdin analysis, given in e for atoms 1 to 99: C -0.0863; C -0.3312; O -0.0783; H 0.0709; H 0.0624; H 0.0611; H 0.1108; H 0.1075; H 0.0826; C -0.0926; C -0.2732; O -0.1226; H 0.0740; H 0.0761; H 0.0764; H 0.1000; H 0.1051; H 0.0574; C -0.0909; C -0.3451; O -0.0724; H 0.0739; H 0.0665; H 0.0663; H 0.1058; H 0.1092; H 0.0840; C -0.0736; C -0.3250; O -0.0752; H 0.0656; H 0.0619; H 0.0674; H 0.1018; H 0.0974; H 0.0804; C -0.8123; O 0.0630; N 0.1571; N 0.1555; H 0.1004; H 0.1204; H 0.1199; H 0.0983; C -0.7690; O 0.0173; N 0.1512; N 0.1586; H 0.1170; H 0.1020; H 0.0902; H 0.1152; C -0.7491; O 0.0556; N 0.1449; N 0.1430; H 0.1148; H 0.0968; H 0.0926; H 0.0981; C -0.0659; C -0.4375; C -0.1915; O -0.2135; C -0.0719; N 0.0313; H 0.0743; H 0.0731; H 0.0709; H 0.1278; H 0.1223; H 0.1161; H 0.0761; H 0.0830; H 0.0800; H 0.0704; H 0.0603; C -0.0451; C -0.4578; C -0.2369; O -0.2091; C -0.0936; N 0.0336; H 0.0739; H 0.0729; H 0.0705; H 0.1384; H 0.1261; H 0.1259; H 0.0875; H 0.0852; H 0.0855; H 0.0729; H 0.0703; C -0.0750; C -0.4272; C -0.2151; O -0.1729; C -0.1039

***

(2)
Entry from OMol25: a structure of composition C47H39MnN4O7S4 (ωB97M-V/def2-TZVPD).

Computed properties:
2S+1   6
Maximum force   1.0 eV/A
DFT total energy   -5303.798081 Eh
Kohn-Sham gap (spin up / spin down)   8.09 / 6.63 eV
Total charge   -1

Geometry as XYZ:
```
102
C47H39MnN4O7S4 ωB97M-V/def2-TZVPD
Mn -0.825 -2.033 -0.854
O -1.442 -3.605 2.446
C -1.164 -3.313 1.099
O -1.907 -2.249 0.639
C -1.500 -4.561 0.283
O -1.159 -4.265 -1.069
C -2.169 -4.512 -2.048
C -3.097 -3.299 -2.238
O -4.246 -3.496 -2.608
O -2.529 -2.167 -2.049
H -1.756 -2.780 2.843
H -2.572 -4.739 0.387
H -0.930 -5.428 0.624
H -2.736 -5.411 -1.805
H -1.633 -4.659 -2.988
O 2.378 -3.340 -1.973
C 1.664 -2.606 -2.628
O 0.488 -2.169 -2.278
C 2.136 -2.072 -3.957
C 3.504 -2.025 -4.206
C 3.994 -1.511 -5.393
C 3.099 -1.049 -6.353
C 1.737 -1.105 -6.128
C 1.237 -1.624 -4.927
S -0.487 -1.773 -4.716
H 4.163 -2.393 -3.430
H 5.061 -1.466 -5.571
H 3.466 -0.644 -7.288
H 1.045 -0.751 -6.882
N -0.795 -0.049 -0.812
S -1.003 1.395 -0.841
N -1.304 2.319 0.416
S -0.478 2.215 1.803
N 0.958 2.027 1.923
S 0.749 -1.567 1.438
N 0.263 -3.021 0.816
C 2.347 -1.391 0.662
C 3.191 -2.488 0.571
C 4.455 -2.305 0.045
C 4.852 -1.047 -0.396
C 3.988 0.032 -0.310
C 2.717 -0.132 0.229
C 1.369 -1.890 3.100
C 1.872 -0.806 3.804
C 2.371 -1.018 5.079
C 2.355 -2.292 5.635
C 1.845 -3.361 4.914
C 1.344 -3.166 3.633
C -1.104 3.774 2.491
C -0.142 4.625 2.996
C -0.528 5.851 3.529
C -1.868 6.202 3.554
C -2.829 5.333 3.045
C -2.450 4.114 2.510
C -1.500 1.085 2.779
C -1.162 0.988 4.126
C -1.860 0.123 4.949
C -2.891 -0.651 4.423
C -3.215 -0.555 3.079
C -2.520 0.319 2.249
C -2.409 1.928 -1.822
C -2.942 3.209 -1.728
C -4.019 3.547 -2.530
C -4.564 2.609 -3.402
C -4.037 1.331 -3.468
C -2.949 0.984 -2.676
C 0.360 2.186 -1.711
C 1.077 1.390 -2.589
C 2.135 1.943 -3.296
C 2.472 3.275 -3.106
C 1.753 4.061 -2.212
C 0.688 3.518 -1.509
H 2.841 -3.465 0.873
H 5.122 -3.151 -0.050
H 5.841 -0.914 -0.818
H 4.292 1.010 -0.661
H 2.041 0.704 0.348
H 1.868 0.180 3.349
H 2.768 -0.183 5.643
H 2.742 -2.450 6.634
H 1.835 -4.353 5.347
H 0.930 -3.979 3.054
H 0.893 4.304 2.954
H 0.218 6.527 3.926
H -2.170 7.155 3.970
H -3.875 5.611 3.065
H -3.184 3.430 2.104
H -0.345 1.584 4.513
H -1.596 0.041 5.996
H -3.434 -1.335 5.064
H -3.998 -1.172 2.659
H -2.755 0.373 1.195
H -2.522 3.916 -1.027
H -4.445 4.540 -2.466
H -5.413 2.877 -4.019
H -4.475 0.587 -4.120
H -2.558 -0.022 -2.675
H 0.803 0.350 -2.696
H 2.697 1.324 -3.985
H 3.303 3.705 -3.650
H 2.029 5.096 -2.056
H 0.130 4.108 -0.795
```

Atom charges from the Löwdin analysis, given in e for atoms 1 to 99: Mn 0.8956; O 0.0336; C -0.7692; O -0.1830; C -0.0963; O -0.1820; C -0.0853; C -0.6331; O 0.0286; O -0.1201; H 0.0841; H 0.1446; H 0.1377; H 0.1268; H 0.1307; O 0.0721; C -0.5575; O -0.2060; C -0.1586; C -0.0239; C -0.0948; C -0.1043; C -0.1294; C -0.6119; S 0.8541; H 0.1130; H 0.0940; H 0.0967; H 0.0946; N -0.3042; S 0.7462; N -0.4053; S 0.6539; N -0.2959; S 1.1448; N -0.2083; C -0.3687; C -0.0813; C -0.0801; C -0.0858; C -0.0651; C -0.0739; C -0.3552; C -0.0793; C -0.0789; C -0.0948; C -0.0780; C -0.0720; C -0.3053; C -0.0784; C -0.0887; C -0.1006; C -0.0860; C -0.0693; C -0.3038; C -0.0834; C -0.0807; C -0.0928; C -0.0853; C -0.0696; C -0.2746; C -0.0733; C -0.0893; C -0.0924; C -0.0610; C -0.0464; C -0.2803; C -0.0530; C -0.0626; C -0.0885; C -0.0814; C -0.0655; H 0.1148; H 0.1055; H 0.0985; H 0.1041; H 0.0583; H 0.0823; H 0.1022; H 0.0960; H 0.1006; H 0.1010; H 0.0933; H 0.0976; H 0.0954; H 0.0989; H 0.1120; H 0.1114; H 0.1007; H 0.1008; H 0.1136; H 0.0998; H 0.0975; H 0.0972; H 0.0969; H 0.1096; H 0.0724; H 0.0836; H 0.1007

***

(3)
Entry from OMol25: a cluster of 2 separate species, C4H8O2 in total (ωB97M-V/def2-TZVPD).

Computed properties:
2S+1   1
Maximum force   0.5 eV/A
SMILES   OC1=CC1.CO
DFT total energy   -307.568294 Eh
Kohn-Sham gap   9.75 eV

Geometry as XYZ:
```
14
C4H8O2 ωB97M-V/def2-TZVPD
C -0.318 -1.934 -0.542
C -0.156 1.083 0.901
O -0.593 0.548 2.041
C 1.039 1.348 0.063
C -0.421 1.737 -0.183
O -0.290 -1.087 -1.667
H 0.343 -1.580 0.266
H 0.042 -2.914 -0.867
H -1.329 -2.054 -0.127
H 0.157 0.133 2.489
H 1.759 2.113 0.372
H 1.480 0.543 -0.534
H -1.080 2.292 -0.829
H -0.632 -0.227 -1.383
```

Table of Löwdin atomic charges, one value per atom, all in e: C -0.1736; C -0.3766; O 0.0976; C -0.0867; C 0.0096; O -0.1242; H 0.0652; H 0.0810; H 0.0853; H 0.1236; H 0.0816; H 0.0765; H 0.1005; H 0.0402

***

(4)
Entry from OMol25: a cluster of 4 separate species, C4H11NO2S in total in a non-equilibrium geometry (ωB97M-V/def2-TZVPD).

Computed properties:
2S+1   1
Maximum force   4.7 eV/A
DFT total energy   -762.102561 Eh
Kohn-Sham gap   2.53 eV

Geometry as XYZ:
```
19
C4H11NO2S ωB97M-V/def2-TZVPD
O 2.164 0.324 -0.558
C 3.099 -0.443 -0.474
N 2.934 -1.496 0.340
C -0.626 0.907 0.367
C -1.445 1.997 0.503
S -4.161 0.315 -0.974
C -0.845 -0.047 -0.819
H 3.988 -0.462 -1.143
H 3.724 -2.171 0.498
H 0.269 0.667 1.080
H -2.221 2.202 -0.403
H -1.246 2.769 1.275
H -5.344 0.519 -1.211
H -1.680 0.229 -1.461
H -1.057 -1.044 -0.473
H 0.037 0.088 -1.530
H 1.479 -1.101 1.277
H 0.375 -2.104 2.026
O 0.556 -1.150 1.680
```

Table of Löwdin atomic charges, one value per atom, all in e: O -0.0138; C -0.4698; N 0.0762; C -0.1538; C 0.0418; S 0.5520; C -0.1307; H 0.1139; H 0.0660; H 0.1086; H 0.0615; H 0.0680; H -0.3899; H -0.0254; H 0.0705; H 0.1092; H -0.0114; H 0.0960; O -0.1692

***

(5)
Entry from OMol25: a cluster of 2 separate species, C5H11O3 in total in a non-equilibrium geometry (ωB97M-V/def2-TZVPD).

Computed properties:
2S+1   2
Maximum force   3.1 eV/A
DFT total energy   -422.628730 Eh
Kohn-Sham gap (spin up / spin down)   7.12 / 11.06 eV

Geometry as XYZ:
```
19
C5H11O3 ωB97M-V/def2-TZVPD
C 4.477 -0.824 3.871
O 3.204 -1.361 4.209
O 2.595 -0.111 4.732
H 5.021 -1.631 3.407
H 4.414 0.012 3.162
H 5.026 -0.511 4.766
H 2.298 -0.498 5.570
C -1.681 -2.189 5.717
C -2.258 -0.842 5.493
C -2.659 -0.917 3.992
C -1.910 -2.136 3.489
O -1.714 -3.009 4.689
H -1.190 -2.477 6.662
H -3.156 -0.665 6.102
H -1.558 0.009 5.657
H -3.747 -1.073 3.837
H -2.376 -0.002 3.486
H -2.421 -2.740 2.733
H -0.931 -1.771 3.116
```

Table of Löwdin atomic charges, one value per atom, all in e: C -0.1245; O -0.1724; O -0.0570; H 0.0816; H 0.0890; H 0.0858; H 0.0941; C -0.2095; C -0.1845; C -0.1740; C -0.1351; O -0.0807; H 0.1088; H 0.1034; H 0.1111; H 0.1152; H 0.1030; H 0.1197; H 0.1261

***

(6)
Entry from OMol25: the molecule C5H8O2 (ωB97M-V/def2-TZVPD).

Computed properties:
2S+1   1
Maximum force   0.4 eV/A
DFT total energy   -345.586204 Eh
Kohn-Sham gap   9.27 eV

Geometry as XYZ:
```
15
C5H8O2 ωB97M-V/def2-TZVPD
C -1.478 1.295 -0.520
C 0.300 0.989 1.347
O -1.016 0.344 0.453
C 0.371 -0.132 0.406
C 0.575 -1.633 0.570
O 1.376 -1.677 -0.621
C 1.152 -0.287 -0.896
H -1.512 2.276 -0.049
H -0.816 1.328 -1.388
H -2.473 0.964 -0.823
H 0.049 0.537 2.324
H 1.140 -1.926 1.463
H -0.343 -2.230 0.492
H 0.595 -0.142 -1.831
H 2.080 0.294 -0.927
```

Table of Löwdin atomic charges, one value per atom, all in e: C -0.0379; C 0.1211; O -0.1622; C -0.4582; C -0.0913; O -0.0978; C -0.1036; H 0.0936; H 0.0857; H 0.0987; H 0.0413; H 0.1281; H 0.1312; H 0.1192; H 0.1320